Entry 1:
Density functional theory data (ωB97M-V/def2-TZVPD) for a 6-piece molecular cluster, C41H79BrClF10NO10S2 overall in a non-equilibrium geometry.

Structure (SMILES) = C=C[C@@]1(S(=O)(=O)C(F)(F)C(F)(F)C(F)(F)C(F)(F)F)[C@@](CCCF)([C@@H](Br)CC)[C@@](Cl)(CCN)[C@@](C)(CC)OS1(=O)=O.CCOCC.CCOCC.CCOCC.CCOCC.CCOCC
Spin multiplicity = 1
E_LUMO = -1.382 eV
Relative energy (zero: lowest compared OMol25 entry of this formula, charge and spin) = 0.0 kcal per mole
E_HOMO = -8.738 eV
HOMO-LUMO gap = 0.2703 Eh

Cartesian coordinates (Å):
C1 5.207 1.833 2.926
C2 4.611 0.886 2.111
C3 4.649 0.696 0.624
S1 6.484 0.122 0.277
O1 6.599 -1.218 -0.234
O2 7.177 0.288 1.530
C4 7.551 1.119 -0.895
F1 7.738 2.349 -0.442
F2 7.077 1.219 -2.143
C5 8.970 0.423 -1.057
F3 9.857 1.427 -1.189
F4 9.349 -0.303 0.001
C6 9.117 -0.453 -2.340
F5 9.348 0.323 -3.405
F6 8.050 -1.225 -2.573
C7 10.338 -1.426 -2.226
F7 10.609 -1.850 -3.462
F8 10.045 -2.492 -1.508
F9 11.422 -0.822 -1.770
C8 3.454 -0.308 0.191
C9 3.760 -1.075 -1.135
C10 4.467 -0.454 -2.347
C11 3.962 -1.108 -3.627
F10 4.407 -2.420 -3.731
C12 3.364 -1.477 1.260
Br1 2.119 -2.918 0.772
C13 4.634 -2.162 1.798
C14 5.174 -3.450 1.143
C15 2.026 0.458 0.145
Cl1 0.869 -0.369 -1.011
C16 1.176 0.393 1.435
C17 1.577 1.227 2.669
N1 0.361 1.796 3.304
C18 2.028 1.919 -0.448
C19 2.039 2.020 -1.992
C20 0.730 2.675 -0.069
C21 0.653 4.091 -0.678
O3 3.036 2.786 0.166
S2 4.527 2.381 -0.071
O4 4.851 2.443 -1.461
O5 5.322 3.241 0.747
H1 4.966 2.885 2.957
H2 5.929 1.476 3.663
H3 4.034 0.193 2.709
H4 2.871 -1.572 -1.504
H5 4.389 -1.922 -0.867
H6 4.378 0.609 -2.526
H7 5.524 -0.714 -2.339
H8 2.865 -1.122 -3.622
H9 4.248 -0.524 -4.505
H10 2.870 -1.111 2.149
H11 5.462 -1.490 1.999
H12 4.372 -2.484 2.811
H13 4.747 -3.691 0.173
H14 6.246 -3.338 0.987
H15 5.054 -4.317 1.790
H16 1.049 -0.636 1.766
H17 0.144 0.650 1.221
H18 2.084 0.611 3.412
H19 2.233 2.055 2.407
H20 0.404 1.599 4.297
H21 0.391 2.808 3.252
H22 2.581 2.916 -2.284
H23 1.027 2.065 -2.382
H24 2.528 1.187 -2.482
H25 0.658 2.807 1.005
H26 -0.129 2.112 -0.422
H27 0.029 4.076 -1.573
H28 1.619 4.487 -0.983
H29 0.184 4.785 0.017
C22 0.051 4.906 8.564
C23 0.045 3.861 7.462
O6 0.849 4.196 6.344
C24 2.230 4.384 6.598
C25 2.929 3.163 7.171
H30 -0.273 5.872 8.175
H31 -0.625 4.607 9.365
H32 1.043 5.039 8.998
H33 -0.965 3.755 7.067
H34 0.331 2.881 7.860
H35 2.386 5.256 7.243
H36 2.669 4.631 5.631
H37 2.532 2.883 8.148
H38 3.994 3.364 7.291
H39 2.807 2.306 6.506
C26 -0.221 -0.042 -6.071
C27 -0.820 0.433 -4.761
O7 -0.812 1.844 -4.593
C28 -1.530 2.589 -5.559
C29 -3.010 2.251 -5.627
H40 0.804 0.319 -6.177
H41 -0.216 -1.132 -6.099
H42 -0.786 0.313 -6.934
H43 -0.228 0.044 -3.934
H44 -1.831 0.036 -4.631
H45 -1.066 2.485 -6.546
H46 -1.409 3.632 -5.267
H47 -3.181 1.218 -5.929
H48 -3.507 2.896 -6.352
H49 -3.479 2.394 -4.652
C30 -3.499 -2.981 -2.365
C31 -2.866 -3.366 -3.691
O8 -1.551 -2.873 -3.870
C32 -0.592 -3.298 -2.917
C33 -0.385 -4.801 -2.864
H50 -3.514 -1.896 -2.249
H51 -4.523 -3.351 -2.312
H52 -2.954 -3.394 -1.515
H53 -3.448 -2.942 -4.509
H54 -2.888 -4.454 -3.825
H55 -0.841 -2.903 -1.925
H56 0.344 -2.821 -3.214
H57 -1.290 -5.328 -2.558
H58 0.400 -5.045 -2.148
H59 -0.096 -5.182 -3.844
C34 -7.225 -5.826 -0.583
C35 -6.363 -5.030 0.384
O9 -6.557 -3.630 0.305
C36 -7.870 -3.170 0.578
C37 -8.378 -3.518 1.966
H60 -7.044 -5.502 -1.609
H61 -6.993 -6.888 -0.506
H62 -8.289 -5.702 -0.380
H63 -5.312 -5.196 0.146
H64 -6.512 -5.380 1.412
H65 -8.568 -3.527 -0.187
H66 -7.823 -2.086 0.473
H67 -8.457 -4.595 2.120
H68 -9.367 -3.085 2.117
H69 -7.704 -3.124 2.729
C38 -9.693 2.200 1.955
C39 -9.420 0.896 1.226
O10 -10.430 -0.083 1.394
C40 -11.725 0.269 0.943
C41 -11.800 0.596 -0.538
H70 -9.833 2.019 3.021
H71 -8.854 2.884 1.823
H72 -10.589 2.698 1.583
H73 -8.512 0.442 1.623
H74 -9.238 1.080 0.161
H75 -12.127 1.095 1.541
H76 -12.348 -0.599 1.154
H77 -11.200 1.469 -0.797
H78 -12.832 0.806 -0.823
H79 -11.438 -0.244 -1.133



Entry 2:
Density functional theory data (ωB97M-V/def2-TZVPD) for a 10-piece molecular cluster, C41H80F30N10O27S10 overall in a non-equilibrium geometry.

Spin multiplicity = 2
E_LUMO (alpha / beta) = -3.212 / -7.732 eV
E_HOMO (alpha / beta) = -9.296 / -9.296 eV
HOMO-LUMO gap (alpha / beta) = 0.2236 / 0.0575 Eh
Total charge = +1

Cartesian coordinates (Å):
C1 0.420 -4.669 -3.040
C2 1.502 -5.535 -3.692
C3 1.853 -5.089 -5.167
O1 0.847 -4.356 -5.766
C4 0.896 -4.126 -7.147
N1 2.734 -5.661 -2.870
H1 3.322 -6.203 -3.487
H2 3.115 -4.736 -2.733
H3 2.708 -6.252 -2.051
H4 -0.631 -4.897 -3.214
H5 0.564 -3.623 -3.311
H6 0.483 -4.702 -1.952
H7 1.223 -6.584 -3.595
H8 2.194 -5.990 -5.678
H9 2.607 -4.304 -5.214
H10 -0.052 -3.619 -7.328
H11 1.099 -5.039 -7.706
H12 1.666 -3.380 -7.346
C5 3.097 1.285 1.790
C6 1.945 0.321 1.684
C7 1.302 0.435 0.308
N2 0.177 -0.585 0.096
C8 -0.318 -0.536 -1.410
C9 -1.742 -1.161 -1.568
C10 -2.777 -1.024 -0.431
C11 -2.212 -1.015 0.921
C12 -0.979 -0.164 1.072
C13 0.650 -2.129 0.379
H13 2.905 2.229 1.281
H14 3.923 0.882 1.204
H15 3.485 1.434 2.798
H16 1.330 0.444 2.575
H17 2.372 -0.679 1.755
H18 1.945 0.262 -0.554
H19 0.846 1.418 0.189
H20 -0.194 0.509 -1.693
H21 0.426 -1.084 -1.987
H22 -2.173 -0.643 -2.425
H23 -1.710 -2.179 -1.955
H24 -3.357 -0.105 -0.516
H25 -3.574 -1.748 -0.606
H26 -2.985 -0.813 1.662
H27 -1.856 -2.021 1.144
H28 -1.325 0.845 0.847
H29 -0.591 -0.259 2.087
H30 0.919 -2.031 1.431
H31 1.558 -2.422 -0.148
H32 -0.145 -2.792 0.038
C14 -5.625 4.232 -7.873
O2 -5.201 2.880 -8.043
C15 -3.886 2.665 -8.568
C16 -3.863 1.139 -8.753
N3 -3.970 0.410 -7.368
H33 -4.659 0.875 -6.795
H34 -4.244 -0.559 -7.445
C17 -2.681 0.363 -6.516
C18 -3.083 0.277 -5.059
O3 -3.931 1.368 -4.683
C19 -3.814 1.664 -3.286
H35 -5.188 4.719 -7.001
H36 -6.660 4.248 -7.533
H37 -5.479 4.869 -8.745
H38 -3.160 3.074 -7.866
H39 -3.739 3.228 -9.490
H40 -3.022 0.914 -9.409
H41 -4.767 0.700 -9.173
H42 -2.301 1.378 -6.627
H43 -2.053 -0.437 -6.909
H44 -2.153 0.197 -4.496
H45 -3.673 -0.600 -4.792
H46 -4.269 0.869 -2.695
H47 -4.385 2.574 -3.103
H48 -2.769 1.828 -3.023
C20 2.845 2.553 6.548
O4 2.415 3.472 5.636
C21 1.756 4.587 6.234
C22 0.963 5.396 5.165
N4 -0.147 4.524 4.568
H49 -0.486 5.022 3.757
H50 0.161 3.603 4.291
C23 -1.350 4.289 5.481
C24 -2.505 3.526 4.980
O5 -1.904 2.301 4.493
C25 -2.846 1.209 4.325
H51 3.336 1.669 6.142
H52 1.995 2.156 7.102
H53 3.554 2.861 7.317
H54 2.555 5.102 6.766
H55 1.114 4.114 6.977
H56 1.710 5.557 4.387
H57 0.419 6.260 5.547
H58 -1.621 5.231 5.958
H59 -0.957 3.584 6.213
H60 -3.081 4.142 4.289
H61 -3.160 3.348 5.833
H62 -3.663 1.482 3.656
H63 -3.424 0.881 5.189
H64 -2.389 0.330 3.870
C26 3.897 -0.961 4.782
O6 4.633 -0.693 3.620
C27 5.234 -1.831 2.991
C28 6.220 -1.513 1.833
N5 6.983 -0.268 2.084
H65 6.408 0.548 2.236
H66 7.427 -0.555 2.945
C29 8.106 0.257 1.172
C30 7.585 1.564 0.532
O7 6.963 2.332 1.630
C31 6.381 3.562 1.109
H67 4.399 -1.360 5.664
H68 3.190 -1.701 4.407
H69 3.197 -0.172 5.055
H70 4.590 -2.674 2.741
H71 5.804 -2.282 3.804
H72 5.733 -1.220 0.903
H73 6.911 -2.322 1.594
H74 8.338 -0.662 0.634
H75 8.842 0.561 1.916
H76 6.785 1.427 -0.196
H77 8.310 2.205 0.031
H78 5.919 4.269 1.798
H79 5.604 3.305 0.390
H80 7.195 4.050 0.572
C32 2.904 -0.058 -6.237
F1 2.653 -1.373 -6.069
F2 4.212 0.195 -5.765
F3 2.825 0.263 -7.521
S1 1.575 1.071 -5.223
O8 0.298 0.705 -5.767
O9 1.790 0.775 -3.783
N6 2.033 2.766 -5.680
S2 1.859 3.494 -4.388
O10 0.468 3.387 -3.881
O11 2.884 3.207 -3.415
C33 1.991 5.375 -4.933
F4 0.924 5.558 -5.798
F5 1.807 6.269 -3.885
F6 3.207 5.667 -5.458
C34 -2.600 3.560 0.829
F7 -2.404 2.714 -0.216
F8 -3.666 4.332 0.566
F9 -2.732 2.764 1.851
S3 -0.960 4.650 1.142
O12 0.077 3.735 1.498
O13 -0.662 5.380 -0.053
N7 -1.389 5.677 2.469
S4 -1.450 7.097 1.937
O14 -0.088 7.625 1.567
O15 -2.455 7.403 0.903
C35 -1.929 7.971 3.568
F10 -3.060 7.399 4.056
F11 -0.921 7.827 4.439
F12 -2.250 9.289 3.442
C36 1.040 -0.766 7.701
F13 0.509 0.339 8.158
F14 2.265 -0.565 7.415
F15 0.876 -1.804 8.568
S5 0.157 -1.094 6.016
O16 -1.272 -1.049 6.308
O17 0.475 0.041 5.163
N8 0.822 -2.662 5.541
S6 -0.532 -3.156 4.820
O18 -1.550 -3.633 5.772
O19 -0.978 -2.418 3.676
C37 0.033 -4.854 4.054
F16 -1.022 -5.488 3.526
F17 1.055 -4.568 3.169
F18 0.501 -5.702 4.969
C38 -6.846 2.007 1.463
F19 -7.949 2.529 1.958
F20 -6.680 2.662 0.318
F21 -5.814 2.381 2.280
S7 -6.892 0.205 1.061
O20 -6.060 0.193 -0.078
O21 -6.328 -0.482 2.243
N9 -8.532 0.037 0.615
S8 -9.043 -1.162 1.296
O22 -8.129 -2.367 1.112
O23 -9.505 -0.948 2.650
C39 -10.769 -1.357 0.346
F22 -11.149 -2.644 0.540
F23 -11.694 -0.601 0.770
F24 -10.515 -1.220 -0.990
C40 3.603 -6.222 1.202
F25 4.353 -5.913 0.121
F26 4.110 -7.312 1.983
F27 3.624 -5.126 1.993
S9 1.915 -6.681 0.542
O24 1.275 -7.457 1.574
O25 1.191 -5.477 0.064
N10 2.407 -7.618 -0.894
S10 2.226 -9.047 -0.437
O26 3.172 -9.459 0.612
O27 0.853 -9.495 -0.133
C41 2.687 -9.973 -2.128
F28 2.516 -11.252 -1.942
F29 1.873 -9.629 -3.124
F30 3.912 -9.766 -2.462



Entry 3:
Density functional theory data (ωB97M-V/def2-TZVPD) for a 8-piece molecular cluster, C41H80N9O12 overall in a non-equilibrium geometry.

Spin multiplicity = 1
E_LUMO = -1.821 eV
E_HOMO = -9.751 eV
HOMO-LUMO gap = 0.2914 Eh
Total charge = +1

Cartesian coordinates (Å):
N1 -2.787 0.316 0.434
C1 -4.009 -0.518 0.214
C2 -3.711 -2.038 -0.208
C3 -2.842 -2.154 -1.551
C4 -1.249 -1.946 -1.253
C5 -0.368 -3.231 -1.615
C6 -0.052 -3.362 -3.188
O1 -1.096 -2.875 -4.049
C7 -0.399 -2.019 -5.001
O2 0.176 -2.555 -5.986
C8 -0.299 -0.420 -4.801
C9 -1.143 0.595 -5.653
C10 -0.962 2.093 -5.301
C11 0.000 2.605 -4.167
C12 0.875 1.607 -3.349
C13 0.694 0.095 -3.699
O3 0.298 -4.761 -3.417
C14 1.647 -4.879 -2.906
C15 1.843 -4.442 -1.371
N2 0.950 -3.328 -0.901
C16 0.851 -3.436 0.600
C17 2.288 -3.478 1.345
C18 3.260 -2.267 0.947
C19 4.787 -2.445 1.463
O4 5.663 -2.024 0.346
C20 5.982 -0.647 0.459
O5 5.837 0.189 -0.478
H1 -2.684 1.030 -0.304
H2 -2.913 0.855 1.315
H3 -4.689 0.037 -0.531
H4 -4.562 -0.576 1.232
H5 -3.159 -2.598 0.624
H6 -4.720 -2.563 -0.425
H7 -3.178 -1.313 -2.272
H8 -3.038 -3.144 -2.113
H9 -0.942 -1.039 -1.902
H10 -1.186 -1.599 -0.168
H11 -0.973 -4.173 -1.325
H12 0.912 -2.762 -3.398
H13 -1.822 0.173 -6.461
H14 -1.577 2.854 -5.895
H15 0.091 3.717 -3.903
H16 1.591 1.898 -2.513
H17 1.320 -0.669 -3.112
H18 2.416 -4.365 -3.604
H19 1.911 -6.004 -2.958
H20 1.642 -5.372 -0.723
H21 2.968 -4.203 -1.243
H22 1.456 -2.432 -1.098
H23 0.288 -4.417 0.847
H24 0.258 -2.601 1.100
H25 2.807 -4.505 1.213
H26 2.105 -3.392 2.484
H27 3.330 -2.048 -0.174
H28 2.868 -1.309 1.451
H29 5.066 -3.523 1.705
H30 5.018 -1.704 2.314
H31 6.450 -0.220 1.424
C21 0.608 -4.052 6.062
C22 0.457 -2.804 5.235
O6 -0.250 -2.765 4.233
N3 1.136 -1.691 5.628
C23 2.013 -1.531 6.769
H32 0.010 -4.851 5.625
H33 1.650 -4.370 6.074
H34 0.254 -3.872 7.080
H35 0.985 -0.895 5.025
H36 1.611 -0.738 7.402
H37 2.998 -1.231 6.404
H38 2.106 -2.447 7.350
C24 0.205 -7.268 7.789
C25 1.149 -7.437 6.629
O7 1.815 -6.506 6.188
N4 1.252 -8.670 6.065
C26 0.559 -9.887 6.434
H39 0.232 -6.232 8.130
H40 -0.816 -7.503 7.481
H41 0.508 -7.912 8.617
H42 1.903 -8.705 5.294
H43 1.305 -10.640 6.696
H44 -0.008 -10.234 5.568
H45 -0.116 -9.739 7.274
C27 6.016 1.792 -3.310
C28 5.842 3.039 -4.134
O8 5.129 3.068 -5.130
N5 6.507 4.162 -3.744
C29 7.390 4.336 -2.610
H46 5.425 0.985 -3.744
H47 7.064 1.488 -3.304
H48 5.666 1.967 -2.291
H49 6.339 4.956 -4.346
H50 6.980 5.123 -1.973
H51 8.367 4.652 -2.982
H52 7.502 3.422 -2.030
C30 -3.971 4.916 -2.654
C31 -2.876 5.386 -1.733
O9 -2.838 5.068 -0.551
N6 -1.908 6.190 -2.251
C32 -1.773 6.676 -3.607
H53 -4.665 4.286 -2.098
H54 -4.522 5.772 -3.050
H55 -3.547 4.327 -3.471
H56 -1.209 6.464 -1.573
H57 -0.811 6.333 -3.996
H58 -1.779 7.768 -3.579
H59 -2.574 6.325 -4.255
C33 -8.310 -1.380 -2.027
C34 -7.357 -0.335 -1.515
O10 -6.220 -0.215 -1.957
N7 -7.790 0.496 -0.528
C35 -9.083 0.519 0.123
H60 -7.822 -1.963 -2.809
H61 -8.595 -2.058 -1.219
H62 -9.196 -0.905 -2.453
H63 -7.095 1.169 -0.238
H64 -9.527 1.504 -0.032
H65 -8.930 0.361 1.193
H66 -9.754 -0.246 -0.264
C36 -4.157 3.314 3.417
C37 -2.933 2.451 3.553
O11 -2.813 1.387 2.953
N8 -1.937 2.881 4.372
C38 -1.885 4.094 5.161
H67 -4.860 2.839 2.731
H68 -4.646 3.429 4.387
H69 -3.886 4.291 3.011
H70 -1.150 2.250 4.411
H71 -1.013 4.670 4.845
H72 -1.766 3.815 6.210
H73 -2.781 4.700 5.046
C39 3.260 5.895 -3.819
C40 2.865 6.769 -2.659
O12 2.076 6.390 -1.801
N9 3.412 8.012 -2.578
C41 4.354 8.639 -3.481
H74 2.743 4.938 -3.745
H75 2.976 6.369 -4.760
H76 4.335 5.708 -3.797
H77 3.098 8.536 -1.774
H78 5.251 8.899 -2.915
H79 3.901 9.554 -3.868
H80 4.625 7.990 -4.311